Record 1
This record from the OMol25 dataset describes a cluster of 18 separate species, C33H100ClFIN3O19PS in total. The level of theory is ωB97M-V with the def2-TZVPD basis set.

Each line ends with the Mulliken charge.
CARTESIAN COORDINATES (ANGSTROEM)
I1 1.63 -4.14 -2.80  0.136
Cl1 -1.20 -0.75 4.30  -0.206
S1 -3.18 -0.70 -3.32  -0.503
P1 -2.02 -0.33 -1.77  1.229
F1 -0.36 2.01 -0.68  -0.385
O1 3.89 -1.60 -0.12  -0.418
O2 -4.42 5.99 -5.84  -0.452
O3 0.15 -0.57 -7.29  -0.512
O4 -1.10 -3.40 -2.02  -0.276
O5 -5.32 1.80 -2.72  -0.207
O6 -7.38 -1.08 0.93  -0.315
O7 -8.75 -5.09 2.83  -0.515
O8 5.85 1.10 2.99  -0.471
O9 4.99 4.77 10.11  -0.455
O10 0.10 2.82 3.20  -0.390
O11 4.53 -1.13 5.95  -0.513
O12 6.83 2.02 7.22  -0.482
O13 -5.82 1.37 1.46  -0.438
O14 -3.73 1.77 -6.10  -0.397
O15 4.42 -6.76 -4.05  -0.417
O16 8.14 3.36 3.31  -0.413
O17 0.27 -3.20 7.28  -0.549
O18 -3.69 -4.56 -0.95  -0.543
O19 6.23 -5.24 -7.82  -0.525
N1 0.22 2.89 -4.09  -0.727
N2 0.00 -1.66 -2.95  0.476
N3 0.27 -0.98 -0.16  1.157
C1 -0.49 0.66 -7.66  -0.468
C2 -0.39 4.15 2.97  -0.656
C3 -4.72 6.74 -7.02  -0.625
C4 0.87 1.37 -0.74  -0.515
C5 4.21 0.20 6.35  -0.424
C6 4.54 -2.72 0.49  -0.701
C7 -4.39 3.00 -6.44  -0.821
C8 -8.74 -1.23 1.34  -0.696
C9 -2.51 -4.27 -0.28  -0.052
C10 -5.76 2.94 -3.47  -0.550
C11 0.12 0.01 2.08  -0.668
C12 4.10 -7.72 -3.04  -0.535
C13 5.90 -6.18 -6.80  -0.420
C14 -0.02 0.64 -3.62  -1.870
C15 -5.41 2.26 0.43  -0.279
C16 -2.00 2.47 -3.35  -1.071
C17 -1.31 -4.56 -1.19  -0.723
C18 1.48 -2.58 6.86  -0.417
C19 -0.25 -0.27 -2.40  0.483
C20 9.45 3.79 2.96  -0.608
C21 4.44 6.07 9.94  -0.542
C22 0.72 -0.06 -1.19  -1.057
C23 0.96 -0.82 1.13  -1.718
C24 -7.36 -4.78 2.87  -0.363
C25 5.30 2.41 2.83  -0.410
C26 6.50 3.36 7.61  -0.553
C27 -4.41 -3.42 -1.43  0.291
C28 0.64 -2.34 -0.62  -1.014
C29 -1.15 -0.72 2.50  -0.102
C30 -0.59 2.05 -3.68  0.525
C31 0.09 -2.77 -1.96  -1.337
C32 1.87 2.20 -1.54  -2.018
C33 -5.02 -2.49 -0.38  -0.895
H1 -2.18 3.49 -3.64  0.828
H2 -2.24 2.42 -2.30  -0.092
H3 2.30 -3.00 7.43  0.286
H4 -4.62 -2.69 0.60  0.308
H5 5.46 3.54 7.36  0.194
H6 -6.04 2.11 -0.44  0.146
H7 -3.91 6.66 -7.74  0.286
H8 -0.45 -2.82 6.77  0.283
H9 4.38 4.26 10.64  0.273
H10 -0.47 -4.82 -0.56  0.490
H11 -7.08 -4.21 1.97  0.047
H12 6.63 3.49 8.69  0.296
H13 -5.51 3.30 0.76  0.410
H14 5.13 6.66 9.35  0.216
H15 5.73 -5.68 -5.85  0.179
H16 -9.17 -0.25 1.56  0.258
H17 -4.37 2.06 0.15  -0.088
H18 10.20 3.18 3.46  0.262
H19 -4.89 7.79 -6.77  0.303
H20 -1.21 -1.73 2.12  -0.022
H21 -1.32 4.13 2.40  0.247
H22 -6.84 3.07 -3.37  0.433
H23 3.47 6.02 9.43  0.260
H24 4.35 0.32 7.43  0.284
H25 5.18 2.89 3.81  0.228
H26 -2.41 -4.91 0.59  0.455
H27 -3.76 3.83 -6.14  0.264
H28 -5.63 6.32 -7.45  0.218
H29 -1.46 0.74 -7.17  0.122
H30 0.69 0.22 2.97  0.926
H31 3.95 -3.61 0.27  0.253
H32 -5.24 1.51 2.21  0.264
H33 5.45 -1.29 6.18  0.276
H34 -0.42 0.10 -4.47  1.061
H35 4.95 -8.39 -2.95  0.248
H36 -2.17 -1.38 -0.87  -0.173
H37 -8.91 -5.62 2.04  0.295
H38 1.16 -1.74 1.64  0.860
H39 3.66 -6.17 -4.12  0.207
H40 1.03 0.68 -3.81  0.484
H41 -2.39 -3.24 0.03  -0.196
H42 1.24 1.44 0.26  0.828
H43 -3.75 -2.88 -2.10  -0.115
H44 0.46 -3.07 0.15  0.751
H45 1.44 -1.50 7.04  0.193
H46 -0.17 0.95 1.65  0.053
H47 0.90 -1.59 -3.44  0.722
H48 6.73 -6.87 -6.69  0.256
H49 -4.69 -1.48 -0.60  0.109
H50 5.99 2.99 2.24  0.334
H51 -2.69 1.90 -3.95  0.001
H52 -2.40 0.84 -1.10  -0.102
H53 -0.20 3.81 -4.13  0.365
H54 4.60 -2.59 1.57  0.248
H55 4.42 -0.82 0.08  0.294
H56 -1.58 -5.36 -1.84  0.526
H57 7.12 4.08 7.08  0.293
H58 4.85 0.91 5.82  0.078
H59 1.41 3.14 -1.78  0.398
H60 -0.71 -1.91 -3.66  0.584
H61 3.22 -8.30 -3.32  0.276
H62 1.90 -0.29 1.02  0.363
H63 -4.31 1.06 -6.37  0.242
H64 -3.62 6.36 -5.46  0.267
H65 -7.18 -4.18 3.75  0.232
H66 -0.42 -1.29 -7.57  0.298
H67 -5.26 3.82 -3.07  0.287
H68 5.49 -4.64 -7.91  0.288
H69 3.17 0.39 6.11  0.273
H70 -5.22 -3.81 -2.01  0.489
H71 1.65 -2.76 5.80  0.203
H72 -9.29 -1.69 0.52  0.243
H73 -6.08 -2.48 -0.37  0.382
H74 -0.63 0.70 -8.75  0.352
H75 0.14 1.49 -7.35  0.231
H76 -5.50 2.82 -4.53  -0.274
H77 0.37 4.68 2.40  0.229
H78 -5.35 3.08 -5.93  0.524
H79 4.33 2.37 2.32  0.088
H80 -4.55 3.05 -7.52  0.383
H81 2.27 1.69 -2.39  0.390
H82 -0.55 4.66 3.92  0.301
H83 -8.80 -1.87 2.22  0.299
H84 -0.57 2.35 3.71  0.262
H85 2.70 2.43 -0.90  0.538
H86 4.30 6.56 10.91  0.266
H87 1.72 -2.32 -0.73  0.323
H88 -6.77 -5.70 2.92  0.320
H89 7.75 1.88 7.45  0.248
H90 3.94 -7.23 -2.08  0.194
H91 5.54 -2.85 0.08  0.315
H92 5.22 0.59 3.53  0.284
H93 9.60 3.74 1.88  0.271
H94 8.04 2.44 3.02  0.248
H95 -5.76 1.03 -3.07  0.183
H96 5.01 -6.75 -7.08  0.227
H97 9.56 4.82 3.29  0.211
H98 1.71 -0.35 -1.55  0.493
H99 -6.91 -0.67 1.66  0.203
H100 -2.04 -0.19 2.22  0.277

Output
HOMO level	-11.15	eV
net charge	+1
E_LUMO	-3.3	eV
HOMO-LUMO gap	7.87	eV

---

Record 2
This record from the OMol25 dataset describes a structure of composition C3H2CuMgO3. The level of theory is ωB97M-V with the def2-TZVPD basis set.

Each line ends with the natural charge from an NBO analysis.
CARTESIAN COORDINATES (ANGSTROEM)
Cu1 0.23 2.42 -1.51  0.987
Mg1 -3.26 -2.08 0.25  0.992
O1 0.19 0.58 0.00  -0.683
O2 -1.50 -0.86 0.16  -0.769
O3 2.72 -0.27 2.59  -0.250
C1 0.51 -1.32 2.03  -0.850
C2 1.72 -0.77 2.37  0.901
C3 -0.45 -0.34 0.40  1.035
H1 -0.23 -1.24 2.84  0.317
H2 0.60 -2.35 1.67  0.319

Output
spin multiplicity	2
HOMO level (spin up / spin down)	-14.78 / -18.16	eV
energy above the lowest of the compared OMol25 structures with the same formula, charge and spin	0.0	kJ/mol
net charge	+2
E_LUMO (spin up / spin down)	-9.1 / -9.1	eV
HOMO-LUMO gap (spin up / spin down)	5.65 / 9.02	eV

---

Record 3
This record from the OMol25 dataset describes a cluster of 3 separate species, C4H12IO4 in total. The level of theory is ωB97M-V with the def2-TZVPD basis set.

Each line ends with the natural charge from an NBO analysis.
CARTESIAN COORDINATES (ANGSTROEM)
I1 3.44 1.54 -0.53  -0.942
O1 -2.83 1.29 -0.65  -0.700
O2 1.52 -0.02 2.29  -0.731
O3 -0.15 1.71 -0.39  -0.739
O4 -0.60 -1.69 1.24  -0.719
C1 -2.02 1.43 -1.84  -0.077
C2 -0.56 1.11 -1.62  -0.087
C3 1.55 -1.43 2.23  -0.080
C4 0.79 -1.93 1.03  -0.084
H1 2.56 -1.84 2.27  0.159
H2 0.98 -1.85 3.07  0.168
H3 0.06 1.52 -2.41  0.177
H4 -2.51 0.77 -2.58  0.143
H5 1.16 -1.56 0.06  0.176
H6 0.83 1.68 -0.47  0.499
H7 -0.41 0.02 -1.56  0.149
H8 -3.68 1.60 -0.97  0.449
H9 -1.08 -2.11 0.52  0.457
H10 2.18 0.33 1.67  0.499
H11 0.89 -3.03 0.91  0.134
H12 -2.10 2.45 -2.26  0.148

Output
HOMO level	-4.14	eV
energy above the lowest of the compared OMol25 structures with the same formula, charge and spin	98.2	kJ/mol
net charge	-1
E_LUMO	3.1	eV
HOMO-LUMO gap	7.22	eV

---

Record 4
This record from the OMol25 dataset describes the molecule C5H6O. The level of theory is ωB97M-V with the def2-TZVPD basis set.

Each line ends with the natural charge from an NBO analysis.
CARTESIAN COORDINATES (ANGSTROEM)
O1 -1.03 -2.73 -0.52  -0.489
C1 -0.36 0.16 0.86  0.129
C2 0.99 0.93 -0.94  -0.590
C3 -1.33 -2.25 0.56  0.362
C4 0.35 1.33 0.39  -0.494
C5 -0.87 -0.94 0.89  -0.176
H1 -1.96 -2.81 1.27  0.136
H2 1.10 1.67 1.11  0.237
H3 0.33 0.29 -1.52  0.224
H4 1.92 0.38 -0.79  0.214
H5 -0.36 2.15 0.25  0.238
H6 1.22 1.81 -1.55  0.210

Output
HOMO level	-10.14	eV
SMILES	CCC#CC=O
energy above the lowest of the compared OMol25 structures with the same formula, charge and spin	196.6	kJ/mol
E_LUMO	0.3	eV
HOMO-LUMO gap	10.48	eV

---

Record 5
This record from the OMol25 dataset describes a structure of composition C10H26Cl2NO3P2W. The level of theory is ωB97M-V with the def2-TZVPD basis set.

Each line ends with the natural charge from an NBO analysis.
CARTESIAN COORDINATES (ANGSTROEM)
W1 -0.67 -0.01 -0.51  1.282
Cl1 -0.58 -0.16 -2.99  -0.004
Cl2 -3.02 -0.26 -1.01  -0.137
P1 -0.61 2.45 -0.33  0.943
P2 -0.28 -2.38 -0.07  0.935
O1 1.95 0.52 -3.31  -0.408
O2 -0.53 -0.81 3.29  -0.624
O3 0.44 0.30 1.55  -0.760
N1 1.14 -0.09 4.99  -0.656
C1 -0.36 2.97 -2.03  -0.953
C2 0.33 -0.12 2.75  0.782
C3 1.00 0.15 -3.93  0.650
C4 -1.80 -3.12 0.61  -0.938
C5 0.73 -0.13 -5.38  -0.753
C6 1.51 0.32 3.64  -0.337
C7 1.07 -2.93 1.01  -0.936
C8 0.70 3.13 0.73  -0.924
C9 -2.20 3.11 0.29  -0.928
C10 -0.03 -3.06 -1.71  -0.953
H1 0.78 4.21 0.56  0.286
H2 0.02 0.62 -5.80  0.306
H3 -2.68 -2.73 0.07  0.272
H4 0.81 -2.71 2.06  0.266
H5 -1.74 -4.22 0.50  0.286
H6 -0.27 4.07 -2.04  0.292
H7 1.63 1.39 3.60  0.252
H8 0.93 -2.69 -2.11  0.254
H9 1.68 -0.11 -5.94  0.314
H10 -0.86 -2.80 -2.39  0.266
H11 0.26 0.36 5.29  0.464
H12 -1.21 2.66 -2.64  0.268
H13 1.82 0.14 5.69  0.457
H14 -3.02 2.55 -0.20  0.270
H15 0.23 -1.12 -5.50  0.289
H16 2.41 -0.18 3.32  0.261
H17 0.43 2.94 1.79  0.258
H18 -2.27 4.19 0.07  0.291
H19 1.63 2.62 0.46  0.260
H20 0.00 -4.15 -1.60  0.289
H21 1.00 -1.11 4.98  0.466
H22 0.56 2.50 -2.42  0.251
H23 1.98 -2.41 0.70  0.259
H24 1.17 -4.01 0.88  0.288
H25 -2.22 2.94 1.39  0.269
H26 -1.84 -2.83 1.68  0.282

Output
spin multiplicity	3
HOMO level (spin up / spin down)	-18.19 / -19.08	eV
energy above the lowest of the compared OMol25 structures with the same formula, charge and spin	0.0	kJ/mol
net charge	+3
E_LUMO (spin up / spin down)	-12.9 / -12.2	eV
HOMO-LUMO gap (spin up / spin down)	5.33 / 6.89	eV

---

Record 6
This record from the OMol25 dataset describes a cluster of 2 separate species, C12H15N2Se in total. The level of theory is ωB97M-V with the def2-TZVPD basis set.

Each line ends with the natural charge from an NBO analysis.
CARTESIAN COORDINATES (ANGSTROEM)
Se1 -0.51 -1.66 0.67  0.673
N1 2.10 0.53 0.93  -0.339
N2 2.21 -0.78 -0.86  -0.308
C1 -0.75 -2.77 -0.69  -0.726
C2 -2.41 2.05 0.55  -0.211
C3 -3.53 1.80 -0.22  -0.183
C4 2.14 0.93 2.31  -0.414
C5 2.18 0.54 -1.27  -0.097
C6 -2.81 -0.46 -0.58  -0.229
C7 -3.73 0.56 -0.79  -0.182
C8 -1.48 1.04 0.76  -0.177
C9 2.14 1.33 -0.16  -0.005
C10 -1.69 -0.21 0.19  -0.227
C11 2.34 -1.84 -1.63  -0.165
C12 2.02 -0.77 0.50  0.148
H1 2.24 0.81 -2.30  0.249
H2 -0.61 1.22 1.38  0.197
H3 -4.26 2.59 -0.37  0.232
H4 3.14 0.77 2.72  0.229
H5 -4.61 0.37 -1.38  0.233
H6 -2.26 3.02 1.00  0.228
H7 -2.99 -1.44 -0.99  0.230
H8 1.43 0.33 2.89  0.224
H9 1.90 1.98 2.40  0.234
H10 2.13 2.40 -0.09  0.249
H11 2.38 -1.72 -2.69  0.218
H12 2.38 -1.58 1.13  0.241
H13 -1.19 -2.45 -1.62  0.230
H14 2.46 -2.81 -1.18  0.211
H15 -0.38 -3.77 -0.61  0.234

Output
HOMO level (spin up / spin down)	-11.35 / -10.39	eV
energy above the lowest of the compared OMol25 structures with the same formula, charge and spin	121.0	kJ/mol
net charge	+1
E_LUMO (spin up / spin down)	-3.6 / -4.2	eV
HOMO-LUMO gap (spin up / spin down)	7.73 / 6.16	eV